ORCA calculation (the ωB97M-V functional and the def2-TZVPD basis) on 10 unconnected molecules or ions with the total composition C42H56F9IN3O30 in a non-equilibrium geometry.

Geometry as XYZ:
```
141
Properties=species:S:1:pos:R:3:mulliken_charge:R:1
C -3.3295 -1.7067 -3.4779 -0.33
C -3.2017 -2.9512 -2.6435 0.65
O -3.9251 -3.1995 -1.7170 -0.57
O -2.1981 -3.7619 -3.0376 -0.40
C -1.4471 -4.4029 -1.9952 -0.77
C 0.0413 -4.2647 -2.2776 -0.53
C 0.4783 -2.8750 -2.7819 -0.99
C 1.1639 -2.0029 -1.7224 0.47
C 1.6902 -0.7288 -2.3770 -1.25
N 0.5711 0.1424 -2.8058 0.24
C 0.9980 1.3168 -3.5736 -1.73
C 2.0078 2.2159 -2.8401 0.89
C 3.4682 1.9968 -3.2567 -1.23
I 4.2970 3.7310 -4.1815 0.06
C -0.3862 0.3281 -1.8838 -0.84
N -0.9950 1.5271 -1.6704 0.02
N -0.8155 -0.7224 -1.1636 0.66
C 0.1994 -1.6573 -0.5859 0.23
C 0.7900 -0.9552 0.6324 -0.38
C 1.6169 -1.8393 1.5967 -1.12
C 1.2804 -3.3298 1.6429 -0.66
O 2.0565 -4.1317 0.7573 -0.57
H -3.5996 -0.8982 -2.8009 -0.30
H -2.4053 -1.4587 -3.9990 0.27
H -4.1359 -1.8192 -4.2030 0.47
H -1.7079 -5.4608 -1.9618 0.58
H -1.7336 -3.9983 -1.0223 0.35
H 0.3231 -5.0142 -3.0140 0.19
H 0.6039 -4.4951 -1.3679 0.42
H -0.3609 -2.3424 -3.2328 0.09
H 1.2019 -3.0288 -3.5870 0.60
H 2.0283 -2.5542 -1.3501 0.30
H 2.3371 -0.1764 -1.6909 0.40
H 2.2505 -0.9919 -3.2741 0.62
H 0.1208 1.8991 -3.8429 0.47
H 1.4018 0.9519 -4.5206 0.60
H 1.9031 2.0397 -1.7666 -0.34
H 1.7229 3.2458 -3.0313 0.26
H 4.1087 1.8165 -2.3969 0.41
H 3.5850 1.1556 -3.9361 0.49
H -1.5009 2.0027 -2.3964 0.14
H -1.0031 1.9138 -0.7425 0.18
H -1.4686 -0.3910 -0.4559 0.64
H -0.3290 -2.5680 -0.3141 0.31
H 1.4525 -0.1678 0.2558 -0.56
H 0.0192 -0.4307 1.2013 0.65
H 2.6930 -1.7305 1.4359 0.42
H 1.4367 -1.4576 2.6033 0.54
H 0.2211 -3.5126 1.4402 0.23
H 1.4597 -3.6955 2.6570 0.41
H 2.7245 -3.5833 0.3396 0.35
C -5.1626 2.3424 -2.8520 -0.44
C -6.2301 1.4740 -2.2165 0.27
O -5.4494 0.5345 -1.4829 -0.24
C -4.2807 1.1213 -1.1650 0.61
O -3.5065 0.7106 -0.3598 -0.56
O -4.0985 2.2501 -1.8898 -0.27
F -6.9648 0.8144 -3.1370 -0.32
H -4.8332 1.9130 -3.7995 0.28
H -5.4600 3.3765 -2.9932 0.33
H -6.8986 1.9951 -1.5328 0.35
C 3.5646 2.4610 3.5130 -0.38
C 4.0907 1.3362 2.6533 0.46
O 3.1061 1.2590 1.6249 -0.24
C 2.5391 2.4895 1.5075 0.43
O 1.8475 2.8059 0.5845 -0.40
O 2.8588 3.2627 2.5399 -0.34
F 4.1289 0.1507 3.3125 -0.29
H 2.8528 2.0974 4.2542 0.27
H 4.3393 3.0304 4.0087 0.17
H 5.0663 1.5183 2.2024 0.28
C 0.9660 5.5107 -1.3620 0.18
C 0.1454 6.1183 -2.4786 0.43
O 0.0033 7.4521 -2.0610 -0.34
C 1.0781 7.7630 -1.2687 0.56
O 1.3874 8.8561 -0.9527 -0.48
O 1.7307 6.6268 -0.9155 -0.35
F -1.0825 5.5357 -2.5829 -0.28
H 0.3254 5.1594 -0.5508 0.15
H 1.6114 4.7039 -1.6866 -0.13
H 0.6207 6.0970 -3.4619 0.31
C 7.4277 0.0958 6.4291 -0.30
C 5.9977 0.3296 6.8674 0.34
O 5.7280 1.6306 6.3616 -0.11
C 6.5252 1.8192 5.2839 0.66
O 6.3808 2.6900 4.4830 -0.59
O 7.4872 0.8826 5.2272 -0.35
F 5.8596 0.3451 8.2113 -0.29
H 8.1292 0.4943 7.1623 0.24
H 7.6674 -0.9404 6.2227 0.16
H 5.2715 -0.3687 6.4473 0.23
C 4.0664 5.3039 9.2881 -0.47
C 5.4291 5.2198 8.6319 0.32
O 5.2409 4.1908 7.6771 -0.25
C 3.9229 4.1721 7.3390 0.57
O 3.4623 3.6101 6.4016 -0.39
O 3.2044 4.9003 8.2212 -0.35
F 6.3983 4.8494 9.4986 -0.28
H 3.9925 4.5903 10.1099 0.29
H 3.8015 6.2984 9.6330 0.28
H 5.7461 6.1287 8.1177 0.27
C -11.4160 1.5871 -0.4518 0.21
C -10.0625 1.0974 0.0218 0.24
O -9.1766 1.8706 -0.7737 -0.22
C -9.8103 3.0344 -1.1019 0.64
O -9.2509 3.9772 -1.5562 -0.52
O -11.1216 2.9412 -0.8360 -0.35
F -9.8590 -0.2132 -0.2373 -0.27
H -11.7521 1.0308 -1.3206 -0.26
H -12.1838 1.5664 0.3148 0.30
H -9.8473 1.2834 1.0753 0.25
C -11.1873 -0.5667 -4.5953 -0.35
C -12.0652 0.2306 -5.5392 0.31
O -13.2814 0.3119 -4.8192 -0.32
C -12.9966 0.2260 -3.4968 0.67
O -13.7387 0.5039 -2.6167 -0.49
O -11.7211 -0.2080 -3.3172 -0.34
F -12.2765 -0.4099 -6.7090 -0.28
H -11.3217 -1.6368 -4.7581 0.26
H -10.1327 -0.3131 -4.6483 0.22
H -11.7112 1.2411 -5.7510 0.29
C -0.9989 -9.0226 -5.3392 -0.44
C 0.2749 -8.2971 -5.7260 0.30
O 0.3951 -7.3348 -4.6928 -0.28
C -0.2350 -7.8226 -3.5876 0.66
O -0.1201 -7.3704 -2.4978 -0.49
O -0.9965 -8.8856 -3.9151 -0.32
F 0.1720 -7.6637 -6.9155 -0.28
H -1.8703 -8.5129 -5.7526 0.28
H -1.0138 -10.0713 -5.6186 0.27
H 1.1707 -8.9200 -5.7357 0.29
C 11.8490 -3.4404 5.0382 -0.46
C 11.0419 -2.5590 4.1048 0.31
O 9.8390 -2.3788 4.8325 -0.28
C 10.1257 -2.5114 6.1571 0.68
O 9.3955 -2.1866 7.0340 -0.49
O 11.3495 -3.0477 6.3206 -0.34
F 10.7650 -3.1631 2.9282 -0.27
H 11.6203 -4.4928 4.8652 0.29
H 12.9207 -3.2784 4.9842 0.27
H 11.4832 -1.5817 3.9028 0.29
```

Output
molar mass = 1380.79 g mol⁻¹
lowest unoccupied orbital energy = -2.271 eV
total charge = +1
DFT total energy = -142912.0159 eV

***

ORCA calculation (the ωB97M-V functional and the def2-TZVPD basis) on a molecular structure, C42H57MnN5O.

Geometry as XYZ:
```
106
Properties=species:S:1:pos:R:3:mulliken_charge:R:1
Mn 0.0316 0.4117 -0.1616 -0.09
C 1.6829 -0.4002 5.7507 -1.17
C 0.8761 -1.5117 5.0653 -1.21
C 0.1182 -1.0053 3.8779 0.74
C -1.1921 -0.6530 3.8019 0.95
C -2.2279 -0.6928 4.8830 -1.28
C -3.0727 -1.9729 4.8433 -1.07
C -1.4185 -0.1902 2.4560 0.00
N -0.2513 -0.2140 1.7399 -0.07
C 0.6983 -0.7251 2.5889 -0.14
C 2.0227 -0.9198 2.2654 -0.40
C 2.6335 -0.4188 1.1304 0.15
C 4.0461 -0.4828 0.8529 0.60
C 5.0779 -1.2445 1.6303 -1.13
C 5.3282 -2.6439 1.0548 -0.89
C 4.2617 0.2938 -0.2462 1.24
C 2.9919 0.8469 -0.6182 -0.12
C 2.8154 1.8794 -1.5154 -0.54
C 1.5900 2.4135 -1.8452 -0.28
N 0.3879 1.7972 -1.5814 -0.45
C -0.5481 2.5130 -2.2759 0.10
C -1.9008 2.2220 -2.2850 -0.70
C -2.5194 1.4611 -1.3228 0.64
N -1.8808 0.9407 -0.2242 -0.50
C -2.8707 0.6077 0.6620 -0.18
C -2.6540 0.1372 1.9387 -0.64
C -4.1665 0.8722 0.0898 0.79
C -3.9474 1.3579 -1.1618 0.60
C -4.9512 1.7061 -2.2145 -1.15
C -4.8956 0.7268 -3.3939 -1.05
C -5.4816 0.6868 0.7833 -1.28
C -6.1210 -0.6770 0.5037 -1.04
C 0.0581 3.6357 -2.9374 0.49
C 1.3855 3.5958 -2.6332 0.77
C 2.4332 4.6224 -2.9411 -1.14
C 3.1098 4.3928 -4.2996 -1.15
C -0.6873 4.6942 -3.6898 -1.00
C -1.4557 5.6376 -2.7532 -1.10
N 2.0017 0.3646 0.2017 -0.41
C 5.5646 0.5732 -0.9321 -1.20
C 6.3037 1.7686 -0.3145 -1.15
H 2.2350 -0.7950 6.6038 0.41
H 1.0195 0.3898 6.1059 0.32
H 2.3944 0.0517 5.0578 0.28
H 0.1753 -1.9400 5.7831 0.48
H 1.5491 -2.3147 4.7559 0.41
H -2.8777 0.1793 4.7895 0.46
H -1.7334 -0.6153 5.8523 0.44
H -3.6442 -2.0384 3.9153 0.26
H -3.7745 -1.9951 5.6773 0.39
H -2.4359 -2.8566 4.9065 0.31
H 2.6525 -1.4138 2.9930 0.37
H 4.7719 -1.3309 2.6740 0.39
H 6.0115 -0.6798 1.6185 0.30
H 4.4527 -3.2787 1.1912 0.02
H 6.1738 -3.1230 1.5487 0.44
H 5.5393 -2.5872 -0.0140 0.30
H 3.6990 2.3062 -1.9718 0.61
H -2.5209 2.7120 -3.0241 0.56
H -3.5153 0.0033 2.5783 0.30
H -4.7785 2.7228 -2.5773 0.44
H -5.9506 1.6856 -1.7783 0.35
H -3.9036 0.7219 -3.8505 0.23
H -5.6198 1.0023 -4.1606 0.46
H -5.1250 -0.2879 -3.0598 0.23
H -6.1597 1.4784 0.4618 0.49
H -5.3464 0.8069 1.8589 0.46
H -6.3380 -0.7953 -0.5600 0.23
H -7.0582 -0.7759 1.0520 0.46
H -5.4585 -1.4886 0.8103 0.23
H 3.1824 4.6219 -2.1483 0.46
H 1.9635 5.6075 -2.9344 0.42
H 3.5771 3.4073 -4.3420 0.30
H 3.8775 5.1455 -4.4796 0.39
H 2.3786 4.4494 -5.1071 0.33
H -1.3860 4.2232 -4.3860 0.41
H 0.0186 5.2738 -4.2853 0.39
H -2.2172 5.0965 -2.1903 0.25
H -1.9440 6.4293 -3.3219 0.41
H -0.7764 6.1004 -2.0356 0.31
H 5.3885 0.7548 -1.9933 0.52
H 6.1960 -0.3143 -0.8613 0.35
H 5.6573 2.6465 -0.2656 0.29
H 7.1843 2.0215 -0.9056 0.39
H 6.6315 1.5414 0.7003 0.33
C -0.4117 -4.7148 0.3900 -1.59
C 0.6633 -4.2461 -0.6028 2.41
C 2.0599 -4.5298 -0.0383 -1.62
C 0.4700 -4.9192 -1.9682 -1.70
C 0.5148 -2.7918 -0.7695 -0.31
N 0.3777 -1.6616 -0.8841 -0.26
H -0.3122 -5.7908 0.5333 0.47
H -1.4135 -4.5085 0.0124 0.34
H -0.2936 -4.2230 1.3568 0.31
H 2.1813 -5.6067 0.0834 0.47
H 2.1816 -4.0532 0.9352 0.20
H 2.8383 -4.1652 -0.7092 0.42
H 0.4188 -5.9986 -1.8282 0.43
H 1.3009 -4.6932 -2.6365 0.40
H -0.4541 -4.5848 -2.4411 0.32
C -3.0053 -2.3160 -1.1953 -0.38
O -2.1923 -1.4457 -1.9697 -0.38
H -3.0171 -3.3328 -1.6012 0.49
H -4.0346 -1.9561 -1.1218 0.09
H -2.5807 -2.3386 -0.1906 -0.01
H -2.6332 -1.2793 -2.8091 0.18
```

Output
⟨S²⟩ = 6.057
molar mass = 702.89 g mol⁻¹
lowest unoccupied orbital energy (alpha / beta) = -3.448 / -3.652 eV
multiplicity = 5
total charge = +1
DFT total energy = -85295.7242 eV
energy above the lowest of the compared OMol25 structures with the same formula, charge and spin = 0.5 kcal/mol